# 1
{
  "formula": "C24H56GeOPS2SbTi",
  "method": "wB97M-V/def2-TZVPD",
  "symbols": ["Ti", "C", "C", "S", "C", "C", "S", "H", "H", "H", "H", "H", "H", "C", "Ge", "C", "C", "C", "H", "H", "H", "H", "H", "H", "H", "H", "H", "H", "H", "C", "C", "P", "C", "C", "C", "C", "H", "H", "H", "H", "H", "H", "H", "H", "H", "H", "H", "H", "H", "H", "H", "C", "C", "Sb", "C", "C", "C", "C", "H", "H", "H", "H", "H", "H", "H", "H", "H", "H", "H", "H", "H", "H", "H", "C", "O", "C", "C", "H", "H", "H", "H", "H", "H", "C", "H", "H", "H"],
  "positions_angstrom": [[-1.23, -0.41, 0.06], [-2.84, -4.52, 2.20], [-2.03, -3.53, 1.39], [-1.47, -2.10, 2.24], [-1.77, -3.75, 0.09], [-2.30, -4.94, -0.66], [-0.79, -2.64, -0.89], [-2.80, -4.25, 3.25], [-2.47, -5.55, 2.10], [-3.89, -4.53, 1.90], [-2.53, -5.78, 0.00], [-1.58, -5.28, -1.41], [-3.22, -4.68, -1.20], [-4.88, 1.03, 2.29], [-3.43, 2.17, 1.60], [-3.29, 3.65, 2.92], [-4.18, 3.09, 0.02], [-1.78, 1.21, 1.42], [-5.66, 1.63, 2.75], [-4.48, 0.33, 3.03], [-5.32, 0.44, 1.48], [-4.22, 4.23, 2.95], [-2.47, 4.32, 2.65], [-3.10, 3.25, 3.92], [-5.24, 3.28, 0.19], [-4.07, 2.49, -0.89], [-3.67, 4.05, -0.14], [-1.71, 0.66, 2.37], [-0.96, 1.94, 1.42], [3.49, -1.79, 2.36], [2.12, -1.74, 1.70], [1.21, -0.13, 1.71], [2.60, 1.08, 1.55], [2.14, 2.49, 1.15], [0.89, 0.00, 3.54], [0.65, 1.41, 4.09], [3.89, -2.81, 2.32], [3.46, -1.49, 3.41], [4.21, -1.14, 1.85], [1.42, -2.44, 2.16], [2.20, -2.04, 0.65], [3.26, 0.69, 0.77], [3.17, 1.10, 2.49], [1.59, 2.44, 0.21], [3.00, 3.16, 1.01], [1.49, 2.94, 1.90], [1.74, -0.45, 4.05], [0.02, -0.63, 3.73], [1.53, 2.05, 3.95], [-0.20, 1.89, 3.62], [0.46, 1.36, 5.17], [5.14, -0.27, -1.35], [4.27, -0.91, -2.44], [2.00, -0.38, -1.97], [1.41, -1.91, -3.39], [2.32, -2.08, -4.61], [2.22, 1.17, -3.48], [2.81, 2.47, -2.93], [6.22, -0.44, -1.47], [4.86, -0.66, -0.36], [5.00, 0.82, -1.30], [4.39, -2.00, -2.41], [4.58, -0.57, -3.43], [0.39, -1.66, -3.70], [1.34, -2.84, -2.82], [2.37, -1.16, -5.20], [1.94, -2.87, -5.27], [3.33, -2.34, -4.32], [1.24, 1.36, -3.92], [2.86, 0.75, -4.25], [2.19, 2.87, -2.12], [2.90, 3.25, -3.70], [3.81, 2.30, -2.52], [-0.90, 2.81, -1.42], [0.07, 1.80, -1.35], [-0.43, 0.44, -1.60], [-1.24, 0.37, -2.89], [-0.43, 3.73, -1.05], [-1.76, 2.58, -0.80], [-1.24, 2.99, -2.44], [-2.24, 0.84, -2.82], [-1.41, -0.68, -3.14], [-0.72, 0.84, -3.74], [-3.27, -0.55, -0.50], [-3.78, -1.04, 0.35], [-3.38, -1.19, -1.37], [-3.78, 0.39, -0.70]],
  "charge": -2,
  "e_above_lowest_kcal_mol": 5.0
}

# 2
{
  "formula": "C37H105F2N20O22S2",
  "method": "wB97M-V/def2-TZVPD",
  "symbols": ["N", "S", "O", "O", "F", "S", "O", "O", "F", "C", "O", "N", "N", "H", "H", "H", "H", "C", "O", "N", "N", "H", "H", "H", "H", "C", "O", "N", "N", "H", "H", "H", "H", "C", "O", "N", "N", "H", "H", "H", "H", "C", "O", "N", "N", "H", "H", "H", "H", "C", "O", "N", "N", "H", "H", "H", "H", "C", "O", "N", "N", "H", "H", "H", "H", "C", "O", "C", "C", "N", "C", "C", "O", "C", "H", "H", "H", "H", "H", "H", "H", "H", "H", "H", "H", "H", "H", "H", "H", "C", "O", "C", "C", "N", "C", "C", "O", "C", "H", "H", "H", "H", "H", "H", "H", "H", "H", "H", "H", "H", "H", "H", "H", "C", "O", "C", "C", "N", "C", "C", "O", "C", "H", "H", "H", "H", "H", "H", "H", "H", "H", "H", "H", "H", "H", "H", "H", "C", "O", "C", "C", "N", "C", "C", "O", "C", "H", "H", "H", "H", "H", "H", "H", "H", "H", "H", "H", "H", "H", "H", "H", "C", "O", "C", "C", "N", "C", "C", "O", "C", "H", "H", "H", "H", "H", "H", "H", "H", "H", "H", "H", "H", "H", "H", "H", "O", "H", "H"],
  "positions_angstrom": [[-1.72, 1.21, 1.39], [-1.66, 0.72, -0.15], [-2.98, 0.33, -0.60], [-0.58, 0.17, -0.86], [-1.60, 2.41, -0.65], [-0.92, 0.49, 2.55], [0.41, 1.01, 2.86], [-1.25, -0.91, 2.75], [-1.96, 1.18, 3.70], [-1.64, -3.08, -3.95], [-1.16, -3.45, -4.99], [-1.55, -1.79, -3.47], [-2.46, -3.87, -3.22], [-1.99, -1.47, -2.62], [-0.91, -1.20, -4.02], [-2.89, -3.68, -2.33], [-2.49, -4.80, -3.62], [-1.64, -5.18, 2.49], [-2.35, -4.82, 1.57], [-1.20, -4.17, 3.35], [-1.15, -6.42, 2.79], [-0.66, -4.41, 4.18], [-1.41, -3.18, 3.22], [-0.30, -6.55, 3.33], [-1.14, -6.92, 1.93], [-6.96, -2.11, -2.24], [-8.09, -2.15, -2.75], [-5.94, -1.28, -2.58], [-6.66, -2.97, -1.23], [-5.15, -1.24, -1.97], [-6.27, -0.48, -3.11], [-7.51, -3.54, -1.01], [-6.28, -2.51, -0.43], [1.07, 4.94, 1.66], [1.36, 5.64, 0.78], [-0.11, 4.34, 1.78], [1.86, 4.73, 2.74], [-0.08, 3.37, 2.12], [-0.73, 4.58, 1.04], [1.46, 4.29, 3.54], [2.86, 4.87, 2.72], [-3.69, 1.19, -5.08], [-4.71, 1.74, -5.16], [-2.92, 0.73, -6.07], [-3.02, 0.89, -3.93], [-1.92, 0.92, -5.97], [-3.22, 0.96, -7.01], [-2.51, 0.01, -3.92], [-3.52, 1.04, -3.08], [-5.19, 3.16, 3.25], [-5.64, 3.92, 4.05], [-5.86, 2.06, 2.58], [-3.99, 3.33, 2.62], [-6.84, 2.00, 2.62], [-5.32, 1.50, 1.95], [-3.49, 4.11, 3.01], [-3.42, 2.54, 2.45], [-1.26, 0.13, 7.82], [-0.39, 0.70, 8.45], [-2.36, -0.42, 8.41], [-1.36, 0.22, 6.50], [-3.08, -0.68, 7.77], [-2.72, 0.20, 9.16], [-2.00, -0.43, 6.08], [-0.46, 0.19, 6.08], [10.38, -2.22, 4.90], [10.24, -2.88, 3.66], [8.87, -3.03, 3.22], [8.40, -1.82, 2.40], [6.96, -1.70, 2.37], [6.51, -0.70, 1.44], [5.08, -0.25, 1.89], [5.04, 0.16, 3.23], [3.83, 0.69, 3.71], [9.93, -1.20, 4.85], [11.44, -2.16, 5.14], [9.71, -2.78, 5.59], [8.14, -3.06, 4.01], [8.78, -3.92, 2.63], [8.80, -1.94, 1.38], [8.90, -0.99, 2.85], [6.66, -1.52, 3.33], [6.59, -1.12, 0.41], [7.09, 0.22, 1.50], [4.35, -1.02, 1.71], [4.86, 0.56, 1.20], [4.13, 0.97, 4.73], [3.08, -0.12, 3.73], [3.43, 1.48, 3.08], [-1.77, 1.14, -9.50], [-1.79, -0.07, -8.79], [-0.83, -0.93, -9.37], [0.04, -1.60, -8.34], [0.73, -0.54, -7.63], [1.49, -1.09, -6.53], [1.64, 0.05, -5.55], [0.40, 0.47, -4.91], [0.58, 1.65, -4.06], [-0.78, 1.59, -9.48], [-2.50, 1.84, -9.04], [-1.98, 1.10, -10.59], [-0.17, -0.35, -10.04], [-1.29, -1.74, -9.93], [0.78, -2.23, -8.79], [-0.49, -2.27, -7.62], [0.03, 0.13, -7.32], [2.43, -1.49, -6.85], [0.94, -1.93, -6.07], [2.07, 0.97, -5.99], [2.32, -0.31, -4.75], [-0.40, 1.97, -3.74], [1.01, 2.47, -4.68], [1.28, 1.38, -3.25], [-2.74, -3.97, 6.55], [-2.97, -2.84, 5.76], [-4.31, -2.90, 5.24], [-4.70, -1.48, 4.83], [-4.71, -0.65, 6.03], [-4.97, 0.74, 5.74], [-5.18, 1.67, 6.96], [-6.10, 1.11, 7.92], [-7.35, 0.98, 7.27], [-1.77, -3.82, 6.96], [-2.73, -4.89, 6.00], [-3.46, -4.07, 7.37], [-4.96, -3.23, 6.03], [-4.38, -3.64, 4.39], [-5.67, -1.56, 4.36], [-3.95, -1.05, 4.20], [-5.45, -0.99, 6.65], [-5.85, 0.90, 5.07], [-4.08, 1.20, 5.26], [-5.55, 2.67, 6.62], [-4.23, 1.68, 7.53], [-8.10, 0.81, 8.04], [-7.36, 0.08, 6.64], [-7.60, 1.82, 6.60], [3.98, 6.75, -2.74], [2.93, 6.07, -3.43], [2.01, 5.30, -2.58], [0.59, 5.64, -2.92], [0.09, 6.91, -2.44], [-1.03, 7.54, -3.15], [-2.21, 6.51, -3.37], [-2.53, 6.07, -2.07], [-3.32, 4.88, -2.01], [4.72, 6.02, -2.43], [3.64, 7.29, -1.82], [4.34, 7.48, -3.45], [2.20, 5.50, -1.54], [2.20, 4.19, -2.76], [0.03, 4.79, -2.47], [0.58, 5.69, -4.00], [-0.16, 6.88, -1.43], [-0.69, 7.86, -4.13], [-1.43, 8.38, -2.60], [-1.90, 5.65, -3.97], [-3.09, 6.99, -3.86], [-2.61, 4.11, -2.34], [-4.17, 4.97, -2.67], [-3.71, 4.76, -1.02], [2.06, -1.68, 0.42], [3.13, -1.92, -0.41], [3.12, -1.44, -1.74], [4.52, -1.88, -2.25], [4.85, -3.32, -2.23], [5.52, -3.74, -1.03], [6.10, -5.14, -1.28], [7.14, -5.12, -2.28], [7.44, -6.43, -2.71], [2.32, -2.18, 1.33], [1.15, -2.11, -0.01], [1.92, -0.59, 0.57], [2.95, -0.32, -1.82], [2.34, -1.99, -2.22], [5.31, -1.38, -1.72], [4.46, -1.58, -3.27], [5.47, -3.49, -3.02], [4.80, -3.75, -0.22], [6.30, -3.01, -0.74], [5.21, -5.68, -1.62], [6.45, -5.52, -0.31], [8.21, -6.85, -2.05], [7.76, -6.34, -3.79], [6.58, -7.11, -2.69], [-4.04, -2.11, 1.11], [-3.54, -1.27, 1.05], [-3.45, -2.80, 0.76]],
  "charge": -1
}

| no. | HOMO-LUMO gap (eV) |
| --- | --- |
| 1 | 4.8 |
| 2 | 8.2 |